{
  "formula": "C53H112F15N12O15PS7",
  "method": "ωB97M-V with the def2-TZVPD basis set",
  "species": ["C", "F", "F", "F", "S", "O", "O", "O", "C", "C", "N", "C", "C", "N", "C", "C", "H", "H", "H", "H", "H", "H", "H", "H", "H", "H", "H", "C", "C", "N", "C", "C", "N", "C", "C", "H", "H", "H", "H", "H", "H", "H", "H", "H", "H", "H", "C", "C", "C", "N", "C", "C", "C", "C", "C", "H", "H", "H", "H", "H", "H", "H", "H", "H", "H", "H", "H", "H", "H", "H", "H", "H", "H", "C", "C", "C", "N", "C", "C", "C", "C", "C", "H", "H", "H", "H", "H", "H", "H", "H", "H", "H", "H", "H", "H", "H", "H", "H", "H", "H", "C", "C", "C", "N", "C", "C", "C", "C", "C", "H", "H", "H", "H", "H", "H", "H", "H", "H", "H", "H", "H", "H", "H", "H", "H", "H", "H", "C", "C", "C", "N", "C", "C", "C", "C", "C", "H", "H", "H", "H", "H", "H", "H", "H", "H", "H", "H", "H", "H", "H", "H", "H", "H", "H", "C", "C", "C", "N", "C", "C", "C", "C", "C", "H", "H", "H", "H", "H", "H", "H", "H", "H", "H", "H", "H", "H", "H", "H", "H", "H", "H", "N", "S", "O", "O", "F", "S", "O", "O", "F", "N", "S", "O", "O", "F", "S", "O", "O", "F", "N", "S", "O", "O", "F", "S", "O", "O", "F", "P", "F", "F", "F", "F", "F", "F"],
  "positions_angstrom": [[-0.951, -0.128, 0.137], [-1.019, -1.400, 0.644], [-1.951, 0.643, 0.577], [0.307, 0.405, 0.411], [-1.151, -0.199, -1.858], [-2.114, -1.265, -2.081], [-1.659, 1.125, -2.334], [0.228, -0.552, -2.332], [2.539, -2.369, 0.851], [3.239, -1.728, -0.385], [3.535, -2.787, -1.369], [2.939, -2.967, -2.603], [3.425, -4.105, -3.239], [4.319, -4.680, -2.305], [4.365, -3.876, -1.209], [5.038, -5.926, -2.488], [1.620, -2.921, 0.652], [2.266, -1.556, 1.523], [3.225, -3.025, 1.387], [4.114, -1.108, -0.188], [2.656, -0.978, -0.919], [2.261, -2.223, -2.995], [3.155, -4.438, -4.231], [4.819, -4.141, -0.266], [5.701, -5.748, -3.334], [4.398, -6.793, -2.652], [5.612, -6.156, -1.590], [-1.436, -4.408, 1.700], [-1.231, -5.750, 0.784], [-0.817, -5.386, -0.591], [0.041, -6.107, -1.381], [0.153, -5.567, -2.612], [-0.606, -4.435, -2.593], [-1.204, -4.282, -1.331], [-0.855, -3.638, -3.688], [-2.155, -3.739, 1.227], [-0.515, -3.837, 1.813], [-1.833, -4.685, 2.677], [-2.115, -6.376, 0.666], [-0.395, -6.365, 1.119], [0.498, -6.996, -0.974], [0.761, -5.844, -3.461], [-1.893, -3.494, -1.066], [-1.919, -3.490, -3.870], [-0.372, -4.125, -4.535], [-0.306, -2.707, -3.540], [3.670, 7.297, 3.280], [3.116, 5.940, 2.811], [2.115, 5.428, 3.870], [1.690, 3.991, 3.518], [0.633, 3.648, 4.572], [2.766, 2.862, 3.600], [2.782, 2.258, 2.235], [2.175, 3.348, 1.374], [1.013, 3.892, 2.132], [4.538, 7.632, 2.712], [3.912, 7.462, 4.330], [3.013, 8.154, 3.129], [3.962, 5.256, 2.748], [2.698, 6.036, 1.809], [1.219, 6.040, 3.971], [2.634, 5.324, 4.823], [0.281, 2.641, 4.346], [-0.153, 4.400, 4.502], [0.966, 3.800, 5.599], [2.485, 2.229, 4.443], [3.625, 3.424, 3.965], [2.155, 1.368, 2.179], [3.731, 1.983, 1.774], [1.800, 2.999, 0.412], [2.937, 4.091, 1.139], [0.280, 3.087, 2.094], [0.731, 4.830, 1.655], [-8.148, -1.222, -5.157], [-6.738, -0.987, -4.765], [-6.339, 0.441, -5.192], [-4.865, 0.932, -4.772], [-3.765, -0.077, -5.238], [-4.525, 2.273, -5.349], [-3.582, 2.972, -4.328], [-4.195, 2.603, -2.969], [-4.763, 1.164, -3.210], [-8.534, -2.225, -4.975], [-8.338, -1.143, -6.228], [-8.648, -0.434, -4.594], [-6.096, -1.765, -5.178], [-6.718, -1.022, -3.676], [-6.967, 1.194, -4.716], [-6.281, 0.501, -6.279], [-3.854, -0.988, -4.646], [-2.826, 0.452, -5.075], [-3.944, -0.233, -6.302], [-4.057, 2.133, -6.323], [-5.478, 2.787, -5.478], [-2.555, 2.608, -4.303], [-3.508, 4.047, -4.496], [-3.574, 2.766, -2.089], [-5.104, 3.172, -2.774], [-4.175, 0.411, -2.685], [-5.740, 0.896, -2.810], [7.856, 0.772, 1.494], [6.714, 0.335, 2.357], [7.055, -0.865, 3.280], [5.843, -1.371, 4.130], [5.261, -0.285, 5.023], [6.391, -2.568, 4.947], [5.100, -3.355, 5.275], [4.150, -3.095, 4.106], [4.835, -2.032, 3.236], [7.521, 1.627, 0.907], [8.263, -0.030, 0.877], [8.664, 1.102, 2.146], [5.948, 0.162, 1.601], [6.391, 1.182, 2.962], [7.841, -0.529, 3.956], [7.294, -1.722, 2.650], [6.065, 0.189, 5.585], [4.576, -0.819, 5.681], [4.721, 0.417, 4.386], [7.010, -2.277, 5.796], [6.974, -3.153, 4.236], [4.664, -2.966, 6.196], [5.363, -4.389, 5.496], [3.261, -2.604, 4.503], [4.008, -3.979, 3.485], [4.206, -1.303, 2.724], [5.362, -2.566, 2.445], [-6.300, 1.917, 4.442], [-5.723, 0.802, 3.587], [-4.797, 0.011, 4.458], [-4.356, -1.295, 3.771], [-3.409, -1.949, 4.803], [-5.515, -2.303, 3.345], [-5.610, -2.284, 1.773], [-4.610, -1.130, 1.342], [-3.589, -1.093, 2.481], [-5.719, 2.398, 5.229], [-7.162, 1.670, 5.062], [-6.567, 2.725, 3.762], [-5.134, 1.155, 2.741], [-6.530, 0.140, 3.273], [-5.290, -0.313, 5.375], [-3.929, 0.631, 4.682], [-3.942, -2.152, 5.732], [-2.607, -1.258, 5.061], [-2.985, -2.914, 4.528], [-5.074, -3.257, 3.634], [-6.449, -1.996, 3.814], [-5.180, -3.179, 1.323], [-6.627, -2.216, 1.388], [-4.040, -1.432, 0.464], [-5.208, -0.224, 1.246], [-2.868, -1.907, 2.402], [-2.871, -0.275, 2.533], [0.504, 4.434, -2.265], [1.171, 4.006, -3.562], [1.798, 2.599, -3.487], [2.101, 1.928, -4.879], [3.005, 2.878, -5.714], [0.836, 1.587, -5.715], [0.770, 0.032, -5.986], [2.170, -0.476, -5.773], [2.814, 0.501, -4.706], [0.281, 5.499, -2.213], [1.130, 4.172, -1.412], [-0.462, 3.957, -2.096], [1.897, 4.786, -3.788], [0.439, 4.127, -4.361], [1.061, 2.024, -2.927], [2.667, 2.438, -2.848], [2.546, 3.812, -6.036], [3.281, 2.275, -6.579], [3.851, 2.986, -5.035], [0.915, 2.119, -6.663], [-0.075, 1.927, -5.223], [0.248, -0.333, -6.871], [0.193, -0.356, -5.147], [2.754, -0.257, -6.667], [2.171, -1.534, -5.509], [3.902, 0.545, -4.747], [2.495, 0.200, -3.708], [-6.520, -3.411, -1.925], [-6.735, -4.635, -3.071], [-5.832, -5.816, -3.072], [-7.366, -4.201, -4.277], [-8.025, -5.317, -2.288], [-5.099, -3.236, -2.197], [-4.541, -3.057, -3.555], [-4.320, -4.013, -1.240], [-4.921, -1.726, -1.712], [-3.634, 5.666, 1.405], [-2.732, 5.532, 0.247], [-3.380, 5.230, -0.996], [-1.312, 5.260, 0.401], [-2.573, 7.189, 0.247], [-3.265, 4.106, 2.046], [-1.989, 3.899, 2.772], [-3.854, 3.010, 1.290], [-4.240, 4.152, 3.364], [-0.165, -0.039, 5.275], [0.453, -0.634, 4.041], [-0.252, -1.911, 3.726], [1.872, -0.444, 3.753], [-0.169, 0.414, 2.998], [1.080, -0.385, 6.370], [2.069, 0.640, 6.481], [1.565, -1.743, 6.483], [0.145, -0.250, 7.625], [5.380, 1.850, -1.331], [3.836, 1.297, -1.089], [5.442, 1.270, -2.838], [4.945, 3.275, -2.014], [6.905, 2.348, -1.623], [5.430, 2.652, 0.118], [5.920, 0.450, -0.795]],
  "multiplicity": 1,
  "e_homo_ev": -12.466,
  "e_tot_ev": -231254.16125,
  "total_charge": 2
}


{
  "formula": "C21H27N5",
  "method": "ωB97M-V with the def2-TZVPD basis set",
  "species": ["C", "C", "N", "N", "C", "C", "C", "N", "C", "C", "C", "C", "C", "C", "C", "C", "H", "H", "H", "H", "H", "C", "C", "C", "C", "H", "H", "H", "H", "H", "H", "H", "H", "N", "C", "H", "C", "N", "C", "H", "H", "H", "C", "H", "H", "H", "H", "H", "H", "H", "H", "H", "H"],
  "positions_angstrom": [[-2.175, -2.807, 1.470], [-1.352, -1.655, 1.010], [-0.038, -1.683, 1.215], [0.445, -0.529, 0.746], [1.745, -0.126, 0.735], [1.981, 1.150, 0.241], [0.896, 1.907, -0.242], [-0.346, 1.489, -0.245], [-0.576, 0.277, 0.249], [-1.761, -0.455, 0.401], [-3.094, -0.010, 0.028], [-4.096, -0.910, -0.333], [-5.360, -0.460, -0.668], [-5.647, 0.894, -0.654], [-4.653, 1.798, -0.315], [-3.390, 1.354, 0.022], [-2.613, 2.056, 0.279], [-4.867, 2.858, -0.312], [-6.636, 1.243, -0.913], [-6.125, -1.171, -0.946], [-3.882, -1.966, -0.377], [1.208, 3.266, -0.778], [2.059, 4.052, 0.228], [3.224, 3.219, 0.795], [3.318, 1.826, 0.157], [3.603, 1.930, -0.894], [4.106, 1.262, 0.658], [3.089, 3.088, 1.871], [4.170, 3.742, 0.646], [2.439, 4.950, -0.262], [1.413, 4.375, 1.045], [0.280, 3.795, -0.993], [1.761, 3.155, -1.715], [2.705, -0.923, 1.297], [2.734, -2.345, 1.025], [3.425, -2.814, 1.729], [3.200, -2.603, -0.419], [2.365, -1.855, -1.344], [3.073, -1.383, -2.512], [2.402, -0.754, -3.095], [3.927, -0.780, -2.203], [3.433, -2.200, -3.158], [1.163, -2.574, -1.712], [0.651, -2.913, -0.815], [0.499, -1.900, -2.254], [1.377, -3.447, -2.349], [4.231, -2.250, -0.521], [3.191, -3.685, -0.623], [1.729, -2.734, 1.189], [3.624, -0.505, 1.241], [-2.382, -3.487, 0.643], [-1.625, -3.356, 2.231], [-3.120, -2.460, 1.880]],
  "smiles": "Cc1nn2c(NCCN(C)C)c3c(nc2c1-c1ccccc1)CCCC3",
  "multiplicity": 1,
  "e_homo_ev": -7.167,
  "e_tot_ev": -29665.98169
}